[1]
7 unconnected molecules or ions with the total composition C36H75Cl3F8O. Source: OMol25; level of theory: ωB97M-V with the def2-TZVPD basis set.

Summary:
Maximum force = 3.86 eV Å⁻¹
Net charge = +1
⟨S²⟩ = 0.753
HOMO level (alpha / beta) = -12.0 / -12.0 eV
2S+1 = 2
Frontier orbital gap (alpha / beta) = 9.66 / 2.26 eV
E = -99890.5117 eV

Last column: Mulliken spin population.
Cartesian coordinates (Å):
C (2.7962, -2.4793, -0.3688)  0.000
C (1.6307, -3.2471, 0.3830)  0.000
C (2.1036, -3.5981, 1.8485)  0.000
F (3.3793, -4.0795, 1.9467)  0.000
F (2.1631, -2.4936, 2.5828)  0.000
F (0.5384, -2.5399, 0.5876)  0.000
F (1.3604, -4.2543, -0.4916)  0.000
O (2.3912, -2.2178, -1.7164)  0.000
C (3.2120, -2.4893, -2.7890)  0.000
C (2.6543, -1.6430, -3.8952)  0.000
F (2.5305, -0.3697, -3.5682)  0.000
F (3.2808, -1.6345, -5.0832)  0.000
F (4.4857, -2.1449, -2.4506)  0.000
F (3.1488, -3.7551, -2.9869)  0.000
H (3.7285, -3.0393, -0.2958)  0.000
H (2.9344, -1.4767, 0.0357)  0.000
H (1.3648, -4.1669, 2.4130)  0.000
H (1.6851, -2.0817, -4.1322)  0.000
C (7.4123, 5.6687, 0.2687)  0.000
C (6.2409, 5.2233, 1.2250)  0.000
C (6.0543, 3.7242, 1.2933)  0.000
C (5.2904, 3.1686, 0.0948)  0.000
C (5.2049, 1.6280, 0.1936)  0.000
C (4.3919, 0.9626, -0.8549)  0.000
H (7.1729, 5.4327, -0.7681)  0.000
H (8.3418, 5.1781, 0.5578)  0.000
H (7.5811, 6.7410, 0.3669)  0.000
H (6.5781, 5.5897, 2.1947)  0.000
H (5.3103, 5.7435, 0.9980)  0.000
H (5.4230, 3.5834, 2.1707)  0.000
H (7.0450, 3.2739, 1.3550)  0.000
H (4.2868, 3.5866, 0.1737)  0.000
H (5.6331, 3.4728, -0.8942)  0.000
H (6.2336, 1.2691, 0.1618)  0.000
H (4.7209, 1.4890, 1.1603)  0.000
H (3.3043, 0.9739, -0.7835)  0.000
H (4.6109, 1.3770, -1.8390)  0.000
H (4.7062, -0.0778, -0.9375)  0.000
C (-0.4710, 0.6878, 3.2780)  0.001
C (-1.7323, 1.2374, 4.0127)  0.000
C (-1.3780, 2.2248, 5.1887)  0.000
C (-2.5394, 3.0895, 5.7137)  0.000
C (-2.1582, 4.2356, 6.6349)  0.000
C (-1.3397, 3.6871, 7.8691)  0.000
H (0.0153, 1.3941, 2.6051)  0.000
H (-0.6336, -0.2456, 2.7390)  0.000
H (0.3316, 0.4869, 3.9877)  0.000
H (-2.3393, 1.7579, 3.2720)  0.000
H (-2.4029, 0.4205, 4.2793)  0.000
H (-0.5017, 2.8213, 4.9351)  0.000
H (-0.9211, 1.6069, 5.9617)  0.000
H (-3.0889, 3.4614, 4.8489)  0.000
H (-3.4098, 2.5466, 6.0823)  0.000
H (-1.5856, 4.9711, 6.0699)  0.000
H (-3.0648, 4.7199, 6.9977)  0.000
H (-1.8517, 2.8329, 8.3123)  0.000
H (-0.3900, 3.3147, 7.4850)  0.000
H (-1.2339, 4.4833, 8.6060)  0.000
C (0.5925, 4.4465, 1.6914)  0.067
C (-0.4900, 4.4400, 0.6362)  0.121
C (0.0734, 5.0086, -0.6880)  0.224
C (-1.0478, 5.2956, -1.7428)  0.158
C (-0.6685, 6.0210, -3.1272)  0.047
C (-0.3256, 7.5489, -3.0466)  0.015
H (1.5989, 4.1019, 1.4538)  0.002
H (0.2797, 3.8161, 2.5238)  0.044
H (0.5941, 5.4215, 2.1789)  -0.003
H (-1.1539, 3.5895, 0.4816)  0.001
H (-1.1966, 5.1905, 0.9905)  0.013
H (0.8044, 4.2463, -0.9574)  0.065
H (0.6636, 5.9236, -0.6370)  0.057
H (-1.4294, 4.2865, -1.8979)  0.095
H (-1.9356, 5.7165, -1.2707)  0.016
H (0.1449, 5.5046, -3.6369)  -0.003
H (-1.4999, 5.9243, -3.8254)  0.054
H (-0.4637, 7.8656, -4.0804)  0.007
H (-1.1141, 8.1272, -2.5650)  0.000
H (0.7041, 7.6309, -2.6988)  0.009
C (-7.5804, -0.1407, -3.1140)  0.000
C (-7.0347, -1.4659, -2.7415)  0.000
C (-6.0973, -1.2667, -1.4593)  0.000
C (-5.2392, -2.4832, -1.1749)  0.000
C (-3.9880, -2.2668, -0.1889)  0.000
C (-3.2917, -3.5265, 0.3256)  0.000
H (-8.4178, 0.1327, -2.4722)  0.000
H (-8.1839, -0.2666, -4.0129)  0.000
H (-6.9077, 0.7149, -3.1725)  0.000
H (-7.7926, -2.2493, -2.7353)  0.000
H (-6.3905, -1.7439, -3.5756)  0.000
H (-6.8350, -1.1351, -0.6676)  0.000
H (-5.4846, -0.3653, -1.4732)  0.000
H (-5.8994, -3.3147, -0.9280)  0.000
H (-4.7392, -2.7818, -2.0963)  0.000
H (-3.3473, -1.6074, -0.7743)  0.000
H (-4.3205, -1.7022, 0.6822)  0.000
H (-2.3265, -3.2881, 0.7726)  0.000
H (-3.8941, -4.0376, 1.0766)  0.000
H (-2.9519, -4.2352, -0.4297)  0.000
C (-0.1302, -4.1437, -3.3307)  0.000
C (-0.9024, -5.4114, -2.8631)  0.000
C (0.0009, -6.6738, -2.6390)  0.000
C (-0.7150, -7.8529, -2.0575)  0.000
C (0.0781, -9.0886, -1.5670)  0.000
C (-0.7528, -10.3852, -1.3493)  0.000
H (-0.6917, -3.2796, -2.9754)  0.000
H (-0.1340, -4.1588, -4.4206)  0.000
H (0.8571, -3.9584, -2.9078)  0.000
H (-1.5310, -5.2128, -1.9950)  0.000
H (-1.6045, -5.6012, -3.6749)  0.000
H (0.8098, -6.4335, -1.9491)  0.000
H (0.3471, -6.9800, -3.6261)  0.000
H (-1.2977, -7.4046, -1.2528)  0.000
H (-1.5754, -8.1343, -2.6646)  0.000
H (0.7934, -9.1617, -2.3862)  0.000
H (0.6586, -8.7718, -0.7005)  0.000
H (-1.5024, -10.1085, -0.6079)  0.000
H (-1.2696, -10.7877, -2.2205)  0.000
H (-0.0941, -11.1796, -0.9985)  0.000
C (-0.9805, 0.2996, -0.4080)  0.000
Cl (-0.9394, -1.1395, -1.5096)  0.001
Cl (-2.2787, 1.4379, -0.9773)  0.008
Cl (0.5509, 1.1002, -0.1261)  0.002
H (-1.3408, -0.0782, 0.5488)  0.000

Cartesian forces (eV/Å) of the 6 atoms listed first:
C -0.779 0.765 0.079
C 3.591 0.294 -0.928
C 0.103 -1.051 0.240
F -0.771 -0.663 -0.879
F -0.192 2.207 0.097
F -1.181 0.676 -0.125



[2]
A molecular structure, C26H27Cl3F4GeN2O2PTi. Source: OMol25; level of theory: ωB97M-V with the def2-TZVPD basis set.

Summary:
Maximum force = 1.27 eV Å⁻¹
⟨S²⟩ = 0.755
HOMO level (alpha / beta) = -8.1 / -8.2 eV
2S+1 = 2
ΔE to the lowest compared entry with this formula, charge and spin = 3.8 kcal per mole
Frontier orbital gap (alpha / beta) = 7.90 / 8.10 eV
E = -171838.1290 eV

Last column: natural (NBO) charge in e.
Cartesian coordinates (Å):
Ti (0.5725, -0.4910, -0.3194)  1.435
C (2.7941, -0.8961, -3.4002)  -0.629
C (2.9107, -1.6306, -2.0762)  -0.203
N (1.6206, -1.9804, -1.4065)  -0.546
C (0.6378, -2.5822, -2.3572)  -0.233
C (1.0705, -3.8853, -3.0141)  -0.633
C (1.9328, -2.8728, -0.2557)  -0.251
C (0.6832, -3.1978, 0.5911)  -0.241
N (-0.2936, -2.0958, 0.4652)  -0.828
C (-1.6349, -2.3616, 0.6622)  0.076
C (-2.5764, -1.5993, -0.0245)  0.261
F (-2.1032, -0.6484, -0.8680)  -0.304
C (-3.9335, -1.7780, 0.0918)  0.358
F (-4.7495, -0.9845, -0.6150)  -0.302
C (-4.4435, -2.7576, 0.9143)  -0.363
C (-3.5343, -3.5343, 1.5968)  0.347
F (-3.9716, -4.4965, 2.4170)  -0.300
C (-2.1683, -3.3499, 1.4839)  0.325
F (-1.3579, -4.1294, 2.2122)  -0.305
H (3.7986, -0.6061, -3.7118)  0.226
H (2.1823, -0.0009, -3.3243)  0.248
H (2.3776, -1.5300, -4.1857)  0.209
H (3.4696, -1.0253, -1.3621)  0.209
H (3.4812, -2.5513, -2.2170)  0.195
H (0.4090, -1.8258, -3.1050)  0.228
H (-0.2792, -2.7639, -1.8057)  0.223
H (1.9776, -3.7736, -3.6112)  0.210
H (0.2729, -4.2195, -3.6796)  0.232
H (1.2376, -4.6760, -2.2797)  0.209
H (2.6715, -2.3584, 0.3514)  0.247
H (2.3897, -3.8001, -0.6021)  0.213
H (0.9979, -3.3614, 1.6207)  0.237
H (0.2374, -4.1320, 0.2417)  0.202
H (-5.5082, -2.9089, 1.0194)  0.254
O (-0.5827, 1.5979, -3.5953)  -0.558
C (-0.4612, 1.4253, -2.4165)  0.815
O (0.4045, 0.5524, -1.8721)  -0.911
C (-1.2596, 2.1840, -1.3628)  -0.816
P (-0.4031, 1.8220, 0.2217)  0.885
C (-1.4451, 2.3913, 1.5939)  -0.379
C (-1.1388, 3.4418, 2.4529)  -0.120
C (-1.9377, 3.6914, 3.5609)  -0.221
C (-3.0392, 2.8909, 3.8271)  -0.190
C (-3.3487, 1.8359, 2.9803)  -0.192
C (-2.5480, 1.5824, 1.8778)  -0.195
C (1.0024, 2.9774, 0.0618)  -0.359
C (2.3049, 2.4869, 0.0063)  -0.161
C (3.3842, 3.3380, -0.1574)  -0.193
C (3.1703, 4.7055, -0.2592)  -0.186
C (1.8790, 5.2119, -0.2129)  -0.227
C (0.8013, 4.3505, -0.0602)  -0.135
H (-2.2858, 1.8223, -1.3567)  0.272
H (-1.2641, 3.2391, -1.6129)  0.259
H (-0.2615, 4.0529, 2.2819)  0.218
H (-1.6862, 4.5076, 4.2273)  0.219
H (-3.6445, 3.0754, 4.7060)  0.218
H (-4.1993, 1.1981, 3.1882)  0.219
H (-2.7830, 0.7425, 1.2340)  0.214
H (2.4995, 1.4270, 0.1168)  0.204
H (4.3911, 2.9407, -0.1921)  0.221
H (4.0124, 5.3765, -0.3739)  0.219
H (1.7086, 6.2777, -0.3001)  0.220
H (-0.2060, 4.7533, -0.0456)  0.208
Cl (3.0869, -1.3208, 2.7025)  -0.476
Ge (1.1438, -0.2651, 2.2728)  0.797
Cl (1.6931, 1.6318, 3.2757)  -0.458
Cl (-0.1589, -1.1399, 3.7831)  -0.421

Cartesian forces (eV/Å) of the 6 atoms listed first:
Ti -0.461 0.095 1.066
C -0.029 -0.039 -0.033
C -0.170 -0.002 0.082
N 0.418 -0.691 -0.501
C 0.187 -0.213 -0.033
C 0.115 0.016 -0.028



E of number 2 (C26H27Cl3F4GeN2O2PTi)?
-171838.1290 eV



Which formula does entry 2 have?
C26H27Cl3F4GeN2O2PTi